Entry P
{"formula": "C5H8N3O2", "method": "ωB97M-V with the def2-TZVPD basis set", "e_lumo_ev": -3.771, "total_charge": 1, "elements": ["C", "C", "C", "N", "N", "C", "O", "N", "C", "O", "H", "H", "H", "H", "H", "H", "H", "H"], "coordinates": [[-2.0828, 0.2759, -1.2058], [-2.1087, -0.1928, 0.0289], [-1.0393, 0.4166, 0.9376], [0.4455, 0.0338, 0.6047], [1.4033, 0.9775, 0.6668], [2.5674, 0.6235, 0.0944], [3.6615, 1.0362, 0.1628], [2.1491, -0.6626, -0.5720], [0.9189, -0.9699, -0.2022], [0.0726, -1.9433, -0.5563], [-1.3196, 0.9247, -1.6199], [-2.7651, -0.2085, -1.9561], [-3.0232, -0.6725, 0.3985], [-1.0028, 1.5712, 0.8692], [-1.1738, 0.1932, 2.0652], [1.3220, 1.5820, 1.5089], [2.8683, -1.3335, -0.9023], [-0.8932, -1.6513, -0.3224]], "mulliken_charge": [-0.392, -0.736, -0.277, 0.310, -0.262, 0.270, -0.436, -0.083, 0.329, -0.466, 0.269, 0.279, 0.414, 0.392, 0.310, 0.301, 0.321, 0.457]}


Entry Q
{"formula": "C5H8N3O2", "method": "ωB97M-V with the def2-TZVPD basis set", "e_lumo_ev": [-5.535, -5.533], "total_charge": 1, "elements": ["C", "C", "C", "C", "C", "N", "N", "N", "O", "O", "H", "H", "H", "H", "H", "H", "H", "H"], "coordinates": [[-2.0436, 1.3904, 0.0158], [-2.5976, 0.5102, 0.8969], [-1.1074, -0.4597, -0.3621], [1.6708, 0.0479, 0.2072], [-0.2397, -1.4830, -0.7814], [-1.2027, 0.7684, -0.8114], [1.4926, 1.2218, -0.3723], [2.8445, -0.2062, 0.6910], [-2.0143, -0.6986, 0.6361], [-0.1274, -2.6030, -0.2281], [-2.4113, 2.4765, -0.2703], [-3.3525, 0.6856, 1.5736], [0.5247, -1.2958, -1.5269], [0.6452, 1.2252, -0.9784], [2.2570, 1.7805, -0.4387], [3.1431, -1.0392, 1.0838], [3.5594, 0.4945, 0.5635], [-1.0407, -2.8155, 0.1016]], "mulliken_charge": [-0.186, -0.270, 0.770, -0.011, -0.203, -0.555, -0.232, -0.264, -0.343, -0.375, 0.293, 0.496, 0.604, 0.375, 0.129, 0.207, 0.175, 0.390]}


Of them, entry Q has the lowest stability.


Entry P
{"formula": "C2H6N3O2", "method": "ωB97M-V with the def2-TZVPD basis set", "e_lumo_ev": 4.047, "total_charge": -1, "elements": ["C", "N", "C", "N", "N", "O", "O", "H", "H", "H", "H", "H", "H"], "coordinates": [[0.9756, 1.2373, -0.5089], [0.0256, -0.0824, 0.3236], [0.9416, -1.1521, 0.5365], [-1.1236, -0.5803, -0.3349], [-2.1923, 0.0348, 0.0123], [-2.3101, 0.9734, 0.7925], [-3.2155, -0.4334, -0.5770], [1.4289, 1.7501, 0.3931], [1.7492, 0.8411, -1.3261], [0.3205, 1.9073, -1.0842], [0.5819, -1.8930, 1.3489], [0.9354, -1.8413, -0.4050], [1.8829, -0.7616, 0.8292]], "mulliken_charge": [-0.718, 0.093, -0.804, -0.707, 1.021, -0.703, -0.767, 0.248, 0.214, 0.280, 0.240, 0.276, 0.328]}


Entry Q
{"formula": "C2H6N3O2", "method": "ωB97M-V with the def2-TZVPD basis set", "e_lumo_ev": [4.571, 4.571], "total_charge": -1, "elements": ["C", "C", "N", "N", "N", "O", "O", "H", "H", "H", "H", "H", "H"], "coordinates": [[1.2694, 0.0301, 0.0271], [0.8515, -0.0557, 1.3460], [-1.1600, 1.1509, -0.8375], [-1.2861, -1.0248, -0.3806], [-1.2790, 0.1656, 0.1515], [1.2037, -1.0456, -0.8864], [1.6417, 1.0636, -0.5924], [0.7865, 0.8610, 2.0399], [0.5186, -0.9093, 1.8360], [-0.6752, 0.7552, -1.7405], [-0.5362, 1.8320, -0.3578], [0.1749, -1.1844, -0.9949], [-1.5096, -1.6386, 0.3897]], "mulliken_charge": [0.200, -0.749, -0.506, -0.575, -0.046, -0.500, -0.723, 0.185, 0.379, 0.342, 0.362, 0.381, 0.251]}


Of them, entry P has the lowest stability.


Entry P
{"formula": "C5H6N", "method": "ωB97M-V with the def2-TZVPD basis set", "spin_multiplicity": 3, "e_lumo_ev": [-4.610, -8.426], "total_charge": 1, "s_squared": 2.010, "elements": ["C", "C", "C", "C", "C", "N", "H", "H", "H", "H", "H", "H"], "coordinates": [[-1.7369, -0.5029, 0.0150], [1.5393, -1.0159, 0.0633], [-0.3944, 1.7009, 0.0391], [0.9794, 1.3120, 0.0288], [-1.1861, 0.6670, -0.0367], [1.4538, 0.1965, -0.0748], [-2.0806, -0.7047, -1.1041], [-1.9851, -1.1317, 0.9134], [1.7520, -1.4486, 1.1428], [1.5801, -1.7292, -0.7880], [-0.5067, 2.7098, 0.0363], [1.6766, 2.1141, 0.1049]], "mulliken_charge": [-0.469, -0.259, -0.464, -0.190, 0.248, 0.080, 0.267, 0.323, 0.287, 0.304, 0.494, 0.379]}


Entry Q
{"formula": "C5H6N", "method": "ωB97M-V with the def2-TZVPD basis set", "spin_multiplicity": 3, "e_lumo_ev": [-6.057, -8.307], "total_charge": 1, "s_squared": 2.014, "elements": ["C", "C", "C", "C", "C", "N", "H", "H", "H", "H", "H", "H"], "coordinates": [[-1.1068, -1.6946, -0.2893], [-2.1974, -0.7602, -0.2122], [-0.8541, 0.4984, 0.3018], [-2.4976, 0.4396, 0.1922], [1.2227, -1.0225, 0.0064], [-0.1760, -0.7615, -0.0252], [-0.3259, 1.2550, -0.3319], [-0.7232, 0.7868, 1.2680], [-3.3692, 1.0893, 0.1176], [1.3344, -1.9092, 0.6605], [1.5797, -1.5312, -0.8854], [1.9006, -0.1675, 0.2419]], "mulliken_charge": [0.309, -0.197, -0.392, -0.256, -0.785, 0.156, 0.397, 0.365, 0.368, 0.349, 0.357, 0.329]}


Of them, entry Q has the lowest stability.


Entry P
{"formula": "C20H25N3O4S", "method": "ωB97M-V with the def2-TZVPD basis set", "e_lumo_ev": 0.343, "elements": ["C", "O", "C", "C", "C", "C", "C", "C", "N", "C", "O", "C", "C", "C", "C", "C", "S", "O", "O", "N", "C", "C", "N", "C", "C", "C", "C", "C", "H", "H", "H", "H", "H", "H", "H", "H", "H", "H", "H", "H", "H", "H", "H", "H", "H", "H", "H", "H", "H", "H", "H", "H", "H"], "coordinates": [[-0.8463, -0.3223, -5.5970], [-0.7255, -1.3501, -4.6434], [0.2721, -1.2689, -3.7208], [1.1933, -0.2320, -3.6274], [2.1564, -0.2588, -2.6307], [2.2169, -1.3018, -1.7284], [1.3053, -2.3492, -1.8223], [1.3189, -3.4477, -0.7887], [0.6023, -3.0025, 0.3942], [1.2492, -2.4089, 1.4300], [2.4526, -2.4314, 1.5685], [0.3297, -1.6741, 2.3564], [-0.9154, -2.1636, 2.7410], [-1.7593, -1.3911, 3.5225], [-1.3922, -0.1004, 3.8722], [-0.1557, 0.3788, 3.4851], [0.2595, 2.1032, 3.7823], [-0.6578, 2.6098, 4.7596], [1.6678, 2.2134, 4.0072], [-0.0666, 2.8977, 2.3637], [-1.4382, 3.0280, 1.9463], [-1.8140, 1.9779, 0.8989], [-0.9008, 2.0663, -0.2279], [-1.2817, 1.1735, -1.2990], [0.4633, 1.8171, 0.2074], [0.8708, 2.8397, 1.2709], [0.7246, -0.4059, 2.7703], [0.3369, -2.3233, -2.8087], [0.0517, -0.2421, -6.2177], [-1.0504, 0.6435, -5.1234], [-1.6919, -0.6006, -6.2238], [1.1740, 0.5942, -4.3207], [2.8689, 0.5503, -2.5658], [2.9645, -1.3132, -0.9507], [0.8453, -4.3554, -1.1697], [2.3400, -3.6675, -0.4709], [-0.3814, -2.8167, 0.2713], [-1.2146, -3.1604, 2.4505], [-2.7124, -1.7864, 3.8398], [-2.0405, 0.5414, 4.4473], [-2.0588, 2.9423, 2.8378], [-1.5691, 4.0246, 1.5109], [-2.8261, 2.1758, 0.5382], [-1.7980, 0.9688, 1.3525], [-0.5963, 1.3093, -2.1336], [-2.2909, 1.4182, -1.6263], [-1.2534, 0.1121, -1.0019], [1.1229, 1.9165, -0.6575], [0.5704, 0.7905, 0.6010], [1.8461, 2.6025, 1.6950], [0.9111, 3.8331, 0.8106], [1.7078, -0.0338, 2.5271], [-0.3851, -3.1205, -2.9023]], "mulliken_charge": [-0.819, -0.440, 0.758, -0.458, -0.777, -0.487, 0.720, -1.507, -0.144, 0.312, -0.650, 0.201, -0.376, -0.696, -0.403, 0.107, 1.284, -0.726, -0.713, 0.133, -1.134, -0.235, -0.201, -1.043, 0.706, -1.430, -0.835, -0.633, 0.353, 0.302, 0.259, 0.388, 0.440, 0.487, 0.452, 0.428, 0.342, 0.584, 0.420, 0.514, 0.454, 0.401, 0.523, 0.103, 0.366, 0.396, 0.256, 0.432, -0.359, 0.471, 0.382, 0.667, 0.423]}


Entry Q
{"formula": "C20H25N3O4S", "method": "ωB97M-V with the def2-TZVPD basis set", "e_lumo_ev": 0.187, "elements": ["C", "C", "C", "N", "C", "S", "N", "C", "C", "C", "C", "O", "N", "C", "C", "C", "C", "C", "O", "O", "C", "C", "C", "C", "C", "C", "C", "O", "H", "H", "H", "H", "H", "H", "H", "H", "H", "H", "H", "H", "H", "H", "H", "H", "H", "H", "H", "H", "H", "H", "H", "H", "H"], "coordinates": [[7.3212, 0.6162, 1.5727], [5.8454, 0.5320, 1.2106], [5.6485, -0.2674, -0.0768], [4.2403, -0.3782, -0.4268], [3.6636, 0.6239, -1.1542], [4.4740, 1.9606, -1.6758], [2.3465, 0.4973, -1.4675], [1.5564, -0.5506, -1.0745], [0.2088, -0.6182, -1.4180], [-0.5598, -1.6746, -0.9680], [-1.9980, -1.7397, -1.3816], [-2.3078, -1.7773, -2.5582], [-2.9132, -1.8056, -0.3846], [-4.3207, -1.8800, -0.7238], [-5.0088, -0.5440, -0.4535], [-4.8044, -0.1390, 1.0042], [-3.3133, -0.1227, 1.3474], [-2.5434, 0.9941, 0.6525], [-1.3580, 0.9533, 0.4356], [-3.3119, 2.0329, 0.3474], [-2.6719, 3.1465, -0.2841], [-3.6445, 4.3098, -0.3017], [-2.6638, -1.4730, 0.9965], [0.0205, -2.7012, -0.2165], [1.3583, -2.6476, 0.1047], [2.1373, -1.5676, -0.3091], [3.5557, -1.4952, 0.0529], [4.1273, -2.3318, 0.7179], [7.4530, 1.1861, 2.4887], [7.8790, 1.1067, 0.7785], [7.7338, -0.3788, 1.7226], [5.4417, 1.5369, 1.0719], [5.2915, 0.0460, 2.0165], [6.1682, 0.2180, -0.9052], [6.0255, -1.2835, 0.0550], [1.9423, 1.2551, -2.0024], [-0.2379, 0.1591, -2.0174], [-4.7793, -2.6696, -0.1184], [-4.3907, -2.1468, -1.7795], [-4.5838, 0.2155, -1.1112], [-6.0730, -0.6286, -0.6754], [-5.3022, -0.8622, 1.6548], [-5.2401, 0.8425, 1.1892], [-3.1849, 0.0523, 2.4222], [-1.7596, 3.3903, 0.2711], [-2.3860, 2.8529, -1.3004], [-3.1828, 5.1623, -0.7908], [-4.5465, 4.0356, -0.8420], [-3.9171, 4.5874, 0.7129], [-3.0942, -2.2557, 1.6316], [-1.5907, -1.4114, 1.1769], [-0.5838, -3.5377, 0.1005], [1.8331, -3.4256, 0.6826]], "mulliken_charge": [-1.310, 0.000, -1.522, 0.078, 0.146, -0.355, -0.081, 0.417, -1.139, 0.756, 0.164, -0.673, 0.065, -1.104, -0.474, -1.254, 0.534, 0.327, -0.626, -0.243, -0.128, -1.275, -1.279, -0.155, -0.995, 0.454, 0.693, -0.673, 0.376, 0.326, 0.330, 0.310, 0.282, 0.515, 0.425, 0.315, 0.354, 0.349, 0.527, 0.257, 0.424, 0.494, 0.422, 0.413, 0.291, 0.262, 0.404, 0.320, 0.311, 0.411, 0.514, 0.527, 0.491]}


Of them, entry P has the lowest stability.